The following is a quantum chemistry calculation of C5H7NOS in the gas phase at a distorted geometry, from OMol25.

Calculated values
Total charge = 0
SMILES = O[C@@H]1[C@@H]2C=NS[C@H]1C2
Frontier orbital gap = 9.0 eV
Relative energy (zero: lowest compared OMol25 entry of this formula, charge and spin) = 49.7 kcal/mol
HOMO = -8.37 eV

```
15
C5H7NOS the ωB97M-V functional and the def2-TZVPD basis
O 0.2387 -0.0725 2.1266
C -0.0830 0.5544 0.9287
C -0.8435 -0.2118 -0.2283
C -0.2661 -1.5717 -0.2980
N 0.9965 -1.8384 -0.3891
S 2.1358 -0.5978 -0.2814
C 0.9685 0.8266 -0.1565
C -0.1578 0.7324 -1.2210
H -0.5779 -0.2691 2.6242
H -0.5685 1.4882 1.1371
H -1.9168 -0.2287 -0.2495
H -0.8086 -2.5498 -0.3846
H 1.4936 1.7834 -0.0783
H 0.0435 0.2714 -2.1867
H -0.6546 1.6832 -1.3432
```


The following is a quantum chemistry calculation of C5H7NOS in the gas phase at a distorted geometry, from OMol25.

Calculated values
Total charge = 0
SMILES = OC[C@H]1C=CC=NS1
Frontier orbital gap = 8.4 eV
Relative energy (zero: lowest compared OMol25 entry of this formula, charge and spin) = 78.7 kcal/mol
HOMO = -8.30 eV

```
15
C5H7NOS the ωB97M-V functional and the def2-TZVPD basis
O -0.1525 0.4967 2.2409
C -0.0029 1.1047 0.9797
C 1.1017 0.3124 0.2447
C 0.3447 -1.0170 0.2126
C -0.4716 -1.4317 -0.7710
C -0.5986 -0.7844 -2.0930
N -0.0995 0.3537 -2.5311
S 1.1212 1.0768 -1.5019
H -0.4913 1.3368 2.9514
H -0.9786 0.9785 0.5267
H 0.2417 2.2098 1.1446
H 2.0270 0.4254 0.8905
H 0.3515 -1.6481 1.1298
H -1.0486 -2.3192 -0.6426
H -1.3441 -1.0945 -2.7813
```


What did the second record say?
The following is a quantum chemistry calculation of C5H7NOS in the gas phase at a distorted geometry, from OMol25.

Calculated values
Total charge = 0
SMILES = OC[C@H]1C=CC=NS1
Frontier orbital gap = 8.4 eV
Relative energy (zero: lowest compared OMol25 entry of this formula, charge and spin) = 78.7 kcal/mol
HOMO = -8.30 eV

```
15
C5H7NOS the ωB97M-V functional and the def2-TZVPD basis
O -0.1525 0.4967 2.2409
C -0.0029 1.1047 0.9797
C 1.1017 0.3124 0.2447
C 0.3447 -1.0170 0.2126
C -0.4716 -1.4317 -0.7710
C -0.5986 -0.7844 -2.0930
N -0.0995 0.3537 -2.5311
S 1.1212 1.0768 -1.5019
H -0.4913 1.3368 2.9514
H -0.9786 0.9785 0.5267
H 0.2417 2.2098 1.1446
H 2.0270 0.4254 0.8905
H 0.3515 -1.6481 1.1298
H -1.0486 -2.3192 -0.6426
H -1.3441 -1.0945 -2.7813
```


> What is the HOMO in the second record?

-8.30 eV